# 1
Entry from the Open Molecules 2025 dataset: 2 unconnected molecules or ions with the total composition C6H10FN at a distorted geometry (ωB97M-V/def2-TZVPD).

Atoms and positions in Å:
C -1.10303 -1.01109 0.60115
C -0.27563 -0.04948 0.84550
C -2.16174 -0.72899 -0.41610
C -0.66149 1.16458 0.02601
C -2.16106 0.89627 -0.40577
C 2.94155 0.02217 0.62352
N 3.53536 -0.81689 -0.16906
F 2.95044 1.16205 -0.11708
H -0.75748 -1.99243 1.13702
H -1.63227 -1.04079 -1.34248
H -3.20744 -1.05839 -0.23959
H -0.55383 2.07089 0.53382
H 0.01531 1.17604 -0.85851
H -2.36438 1.36413 -1.35177
H -2.84560 1.21828 0.51572
H 0.69928 -0.06819 1.46009
H 3.74648 -1.70874 0.32611
H 3.83553 -0.59943 -1.16858

Calculated values
Kohn-Sham gap = 9.81 eV
DFT total energy = -389.1181 Eh

---

# 2
Entry from the Open Molecules 2025 dataset: 10 unconnected molecules or ions with the total composition C34H82BF2O9Si at a distorted geometry (ωB97M-V/def2-TZVPD).

Atoms and positions in Å:
C -3.46630 1.78409 -1.16429
C -2.40891 1.00355 -0.32702
C -1.54010 2.06553 0.36584
C -3.16334 0.20407 0.75761
C -2.63503 -1.22682 1.04479
B -1.00553 -1.44753 1.04742
C -0.22943 -0.79089 2.35145
F -1.05514 0.01931 3.14028
F 0.82831 0.01127 1.87424
C 0.40242 -1.80232 3.33469
C 1.92365 -1.99240 3.17258
Si 2.96921 -0.91809 4.31672
C 2.78748 0.92484 3.92102
C 2.51790 -1.12180 6.13810
C 4.78829 -1.34446 3.93237
C 5.15677 -2.56078 3.40655
C 6.47803 -2.77196 3.11378
C 7.42130 -1.80898 3.32201
C 7.06577 -0.60047 3.86840
C 5.74237 -0.38272 4.16471
H -4.03062 2.48381 -0.54889
H -2.90020 2.31156 -1.94234
H -4.08874 1.04345 -1.67617
H -1.87035 0.38492 -1.04210
H -2.22038 2.85309 0.71551
H -0.82907 2.56379 -0.30130
H -1.04328 1.68948 1.25873
H -3.24793 0.77471 1.68677
H -4.19941 0.09619 0.39627
H -2.98625 -1.49120 2.05729
H -3.10201 -1.95771 0.37851
H -0.80804 -2.66228 1.10392
H -0.49941 -1.06371 0.01046
H -0.06383 -2.76486 3.12961
H 0.11115 -1.52962 4.35609
H 2.15457 -3.03139 3.45285
H 2.27109 -1.86878 2.14555
H 1.74164 1.22672 3.88038
H 3.21768 1.07571 2.92505
H 3.37966 1.53886 4.60609
H 1.42563 -1.12625 6.20817
H 2.91139 -2.03872 6.57952
H 2.83956 -0.24239 6.70006
H 4.42739 -3.33449 3.20713
H 6.77568 -3.73088 2.69733
H 8.45882 -1.98522 3.05394
H 7.79118 0.18753 4.03627
H 5.47059 0.58370 4.57503
C -3.71691 5.64428 -3.92950
C -4.02189 5.66940 -2.44361
O -2.86333 5.35705 -1.67984
H -3.34479 4.66380 -4.22532
H -4.60744 5.87303 -4.51705
H -2.93811 6.37091 -4.17560
H -4.78129 4.92902 -2.19490
H -4.39047 6.65805 -2.14286
H -2.19000 6.01260 -1.88518
C -6.62697 -4.33443 -0.01719
C -5.96732 -3.69284 -1.22447
O -4.64796 -3.25981 -0.91891
H -6.66485 -3.62830 0.81367
H -7.64384 -4.65553 -0.25535
H -6.05675 -5.19987 0.32366
H -6.52906 -2.81592 -1.54863
H -5.92181 -4.40413 -2.05933
H -4.14003 -4.02905 -0.64121
C 10.38708 -2.02419 6.80076
C 9.08564 -1.92466 7.57745
O 8.05891 -1.34545 6.78550
H 10.70385 -1.03629 6.46381
H 11.17981 -2.45838 7.41386
H 10.25686 -2.64379 5.91012
H 9.21233 -1.29036 8.45449
H 8.76335 -2.91706 7.91374
H 7.93091 -1.90296 6.00909
C -3.92564 -4.49240 -5.59093
C -5.11315 -3.56371 -5.76859
O -6.02419 -3.67943 -4.68175
H -4.26183 -5.52740 -5.51125
H -3.23342 -4.41084 -6.43120
H -3.38593 -4.25494 -4.67161
H -5.66251 -3.81413 -6.67612
H -4.77760 -2.52396 -5.84448
H -5.54660 -3.44822 -3.87693
C -8.30721 -7.89680 2.54572
C -7.63649 -7.24969 1.34733
O -6.31553 -6.82047 1.66776
H -8.34751 -7.19704 3.38113
H -9.32298 -8.21421 2.30291
H -7.74127 -8.76945 2.88148
H -8.19154 -6.37124 1.02937
H -7.59089 -7.95220 0.50765
H -5.81993 -7.59955 1.93963
C 7.53212 3.00039 2.03750
C 8.69389 3.45005 2.90218
O 9.54280 2.35229 3.23846
H 6.94379 2.23797 2.55073
H 6.88065 3.84035 1.79153
H 7.89229 2.55437 1.10749
H 8.33506 3.87588 3.83818
H 9.28780 4.21043 2.38335
H 9.87263 1.97857 2.41583
C -1.09279 3.81674 -6.62306
C -1.19543 5.30139 -6.92183
O -0.73007 6.06787 -5.81334
H -1.67721 3.56635 -5.73767
H -1.45403 3.22020 -7.46316
H -0.05739 3.53522 -6.41685
H -2.23204 5.58247 -7.10615
H -0.60241 5.56136 -7.80616
H 0.18690 5.82242 -5.65741
C 5.36503 1.53441 -0.82694
C 5.98901 2.11748 -2.07968
O 7.33094 2.54790 -1.84047
H 5.36423 2.27014 -0.02208
H 4.33818 1.21620 -1.01105
H 5.93870 0.67269 -0.47532
H 5.42903 2.98807 -2.41791
H 5.99458 1.37737 -2.88691
H 7.83215 1.77860 -1.55392
C -7.55526 4.65647 -7.54622
C -6.37451 5.10800 -6.70577
O -5.49627 4.02378 -6.42486
H -8.10742 3.86909 -7.03222
H -8.23366 5.48716 -7.74936
H -7.21517 4.24421 -8.49956
H -6.71546 5.49985 -5.74847
H -5.81558 5.89712 -7.22173
H -5.18100 3.67825 -7.26550

Calculated values
net charge = -1
Kohn-Sham gap = 6.95 eV
DFT total energy = -2535.8406 Eh

---

# 3
Entry from the Open Molecules 2025 dataset: 6 unconnected molecules or ions with the total composition H12O5S2 at a distorted geometry (ωB97M-V/def2-TZVPD).

Atoms and positions in Å:
S -3.85796 0.52648 0.69211
S -4.44799 2.43230 1.05109
H -4.32051 0.80356 -0.54488
H -4.65118 2.10128 2.35281
H 0.67926 -2.61187 -3.53687
H -0.53453 -1.83646 -3.14385
O -0.20187 -2.32468 -3.94866
H 3.32337 0.71425 2.20118
H 2.31750 1.81503 1.98891
O 2.66906 0.99648 1.56731
H -1.74962 1.33243 -2.71920
H -2.97525 1.64160 -1.84267
O -2.66662 1.07004 -2.52961
H -0.72309 -3.65609 0.73573
H -0.06764 -3.06051 -0.56176
O 0.07059 -3.25236 0.39292
H 5.73722 1.60390 2.02876
H 5.95829 0.95738 3.32248
O 5.44098 0.74722 2.49420

Calculated values
SMILES = SS.O.O.O.O.O
Kohn-Sham gap = 8.86 eV
DFT total energy = -1179.7061 Eh

---

# 4
Entry from the Open Molecules 2025 dataset: a single C6H12O molecule at a distorted geometry (ωB97M-V/def2-TZVPD).

Atoms and positions in Å:
C 0.56069 0.08833 -0.04933
C 1.52358 1.46647 -0.07404
C 0.80313 -0.66317 1.25760
C 0.88384 -0.77245 -1.26854
C -1.85137 -0.24330 -0.07635
C -3.06040 0.20281 0.21675
O -0.68424 0.68755 -0.12123
H -1.67981 -1.27772 -0.35230
H 1.26825 2.08170 0.78214
H 2.55615 1.13733 -0.01992
H 1.33352 2.00349 -0.99725
H 0.51357 -0.03973 2.10070
H 0.22503 -1.58515 1.29070
H 1.85642 -0.92014 1.34594
H 0.31611 -1.70138 -1.25147
H 0.63632 -0.23256 -2.17985
H 1.94358 -1.01853 -1.27436
H -3.92299 -0.44142 0.16234
H -3.22141 1.22788 0.50846

Calculated values
SMILES = C=COC(C)(C)C
Kohn-Sham gap = 10.13 eV
DFT total energy = -311.0028 Eh